Entry 1:
A 12-piece molecular cluster, H24O12 overall at a distorted geometry. Source: OMol25; level of theory: ωB97M-V/def2-TZVPD.

* E_HOMO: -9.80 eV
* total energy: -917.2487 a.u.
* SMILES string: O.O.O.O.O.O.O.O.O.O.O.O
* charge: 0
* ΔE to the lowest compared entry with this formula, charge and spin: 48.13 kcal/mol

The geometry in XYZ format:
```
36
H24O12, DFT ωB97M-V/def2-TZVPD
H -0.080 2.930 0.365
H 1.138 1.234 2.052
H -1.233 1.584 2.770
H 2.491 -1.230 -1.414
H -2.346 1.253 1.913
H -0.499 0.282 0.635
H 1.487 2.908 0.336
H -0.466 -1.689 1.194
H -0.828 0.371 -2.795
H 0.685 -2.646 -1.530
H 2.377 1.424 -1.639
O -0.008 -0.321 0.052
O 1.285 0.891 2.922
H 1.965 1.544 3.192
O -2.383 -1.356 3.516
H -2.240 -0.615 2.901
H 2.564 -1.596 -0.029
O -0.702 -2.555 1.508
O 2.366 -1.980 -0.891
H -3.162 -1.852 3.314
O -0.038 -2.816 -2.089
O 0.707 2.434 0.625
H 0.834 0.077 -0.092
O -1.569 0.886 2.275
H -0.630 0.416 -1.408
H 0.637 1.746 -2.446
O 2.872 0.716 -1.243
H -0.364 -3.646 -1.739
H -3.658 -0.076 -1.090
H -2.336 -0.337 -1.772
O 1.348 2.081 -2.967
O -1.048 0.975 -2.025
O -3.045 -0.800 -1.344
H 1.370 1.485 -3.717
H -1.228 -2.432 2.288
H 3.741 0.697 -1.642
```

Now the Löwdin charges, all in e: atom 1 (H): 0.0767, atom 2 (H): -0.0488, atom 3 (H): 0.0392, atom 4 (H): -0.0272, atom 5 (H): 0.0615, atom 6 (H): 0.0330, atom 7 (H): 0.0667, atom 8 (H): -0.0334, atom 9 (H): 0.1127, atom 10 (H): -0.0530, atom 11 (H): -0.0176, atom 12 (O): -0.0367, atom 13 (O): -0.0500, atom 14 (H): 0.0590, atom 15 (O): -0.0576, atom 16 (H): -0.0047, atom 17 (H): 0.0588, atom 18 (O): -0.0505, atom 19 (O): -0.0239, atom 20 (H): 0.0353, atom 21 (O): -0.0460, atom 22 (O): -0.0298, atom 23 (H): 0.0129, atom 24 (O): 0.0188, atom 25 (H): -0.0425, atom 26 (H): -0.0250, atom 27 (O): -0.0416, atom 28 (H): 0.0418, atom 29 (H): 0.0473, atom 30 (H): -0.0414, atom 31 (O): -0.0324, atom 32 (O): -0.0551, atom 33 (O): -0.0575, atom 34 (H): 0.0660, atom 35 (H): -0.0200, atom 36 (H): 0.0648

***

Entry 2:
One molecule with the formula C2H5NO3 at a distorted geometry. Source: OMol25; level of theory: ωB97M-V/def2-TZVPD.

* E_HOMO: -9.15 eV
* total energy: -359.5527 a.u.
* SMILES string: NO[C@@H](O)C=O
* charge: 0
* ΔE to the lowest compared entry with this formula, charge and spin: 98.29 kcal/mol

The geometry in XYZ format:
```
11
C2H5NO3, DFT ωB97M-V/def2-TZVPD
O -1.646 0.876 -0.328
O 0.364 -0.855 -0.560
N -0.684 -1.750 -0.303
H -0.013 1.485 -1.484
O 1.708 1.133 0.378
H 0.095 0.270 1.407
H 2.358 0.637 0.903
H -1.567 -1.269 -0.493
C 0.511 0.535 0.425
H -0.679 -1.983 0.694
C -0.447 0.923 -0.639
```

Now the Löwdin charges, all in e: atom 1 (O): -0.0167, atom 2 (O): -0.1833, atom 3 (N): 0.0194, atom 4 (H): 0.1507, atom 5 (O): 0.0787, atom 6 (H): 0.1630, atom 7 (H): 0.1310, atom 8 (H): 0.0722, atom 9 (C): -0.2295, atom 10 (H): 0.0866, atom 11 (C): -0.2721

***

Entry 3:
H22O11 as an isolated structure at a distorted geometry. Source: OMol25; level of theory: ωB97M-V/def2-TZVPD.

* E_HOMO: -8.05 eV
* total energy: -840.5674 a.u.
* charge: 0
* ΔE to the lowest compared entry with this formula, charge and spin: 196.25 kcal/mol

The geometry in XYZ format:
```
33
H22O11, DFT ωB97M-V/def2-TZVPD
H 0.380 2.003 1.458
O -0.568 1.772 1.182
O -4.599 0.646 -0.059
H 1.891 -1.664 2.475
O -1.340 -1.214 2.129
H 4.008 2.479 -0.173
H -2.386 0.173 0.007
O -3.064 -0.814 -1.376
O 3.460 -2.351 -1.012
H 2.268 3.517 -1.017
O -2.394 1.076 -0.152
O 2.279 2.886 -1.746
O 3.728 1.774 0.280
H -4.555 0.335 -1.021
O 2.589 -1.385 1.773
H 0.252 -2.797 -2.031
H -1.068 -0.793 1.303
H 0.885 -1.458 -2.073
H -1.829 -0.540 2.568
H 1.844 3.419 -2.333
H -0.789 -0.177 -0.241
O 0.117 -1.934 -1.648
H -3.713 -1.461 -1.227
H 0.492 -0.879 0.369
H -0.875 1.778 2.090
H 2.812 -2.845 -1.495
O 0.066 -0.645 -0.428
H 3.065 -0.753 2.306
H -2.326 1.354 0.775
H 3.384 2.068 1.126
H -2.922 -0.782 -2.323
H -4.636 -0.065 0.596
H 3.546 -2.721 -0.082
```

Now the Löwdin charges, all in e: atom 1 (H): 0.1017, atom 2 (O): -0.0749, atom 3 (O): -0.1091, atom 4 (H): 0.0955, atom 5 (O): -0.0283, atom 6 (H): -0.0524, atom 7 (H): -0.0599, atom 8 (O): -0.0252, atom 9 (O): -0.0761, atom 10 (H): 0.0388, atom 11 (O): -0.0891, atom 12 (O): -0.0129, atom 13 (O): 0.0056, atom 14 (H): 0.0709, atom 15 (O): -0.0705, atom 16 (H): 0.0237, atom 17 (H): -0.0174, atom 18 (H): 0.0921, atom 19 (H): 0.0156, atom 20 (H): -0.0129, atom 21 (H): 0.0295, atom 22 (O): -0.1198, atom 23 (H): 0.0426, atom 24 (H): 0.0155, atom 25 (H): 0.0398, atom 26 (H): -0.0047, atom 27 (O): -0.0986, atom 28 (H): 0.0200, atom 29 (H): 0.0418, atom 30 (H): 0.0366, atom 31 (H): 0.0878, atom 32 (H): 0.0385, atom 33 (H): 0.0557

***

Entry 4:
One molecule with the formula C4H8O2. Source: OMol25; level of theory: ωB97M-V/def2-TZVPD.

* E_HOMO: -9.62 eV
* total energy: -307.6216 a.u.
* SMILES string: OCC1COC1
* charge: 0
* ΔE to the lowest compared entry with this formula, charge and spin: 56.99 kcal/mol

The geometry in XYZ format:
```
14
C4H8O2, DFT ωB97M-V/def2-TZVPD
O 2.027 1.017 0.570
H -0.229 0.634 1.193
H 1.729 -1.036 0.406
C 1.363 -0.092 -0.024
C -1.096 0.619 -0.825
H -0.999 -2.066 0.406
C -0.132 0.092 0.260
O -1.982 -0.499 -0.648
H 2.966 0.980 0.344
C -1.212 -0.993 0.452
H 1.586 -0.124 -1.102
H -1.718 -0.782 1.410
H -1.575 1.577 -0.582
H -0.728 0.672 -1.860
```

Now the Löwdin charges, all in e: atom 1 (O): -0.0719, atom 2 (H): 0.1302, atom 3 (H): 0.1176, atom 4 (C): -0.2201, atom 5 (C): -0.1404, atom 6 (H): 0.1178, atom 7 (C): -0.2212, atom 8 (O): -0.1155, atom 9 (H): 0.0870, atom 10 (C): -0.1561, atom 11 (H): 0.1199, atom 12 (H): 0.1165, atom 13 (H): 0.1170, atom 14 (H): 0.1193